C5H9N3 | the ωB97M-V functional and the def2-TZVPD basis

Electronic energy ... -360.014814 hartree
E_HOMO ... -8.224 eV
Orbital gap ... 7.796 eV

Each line ends with the natural charge from an NBO analysis.
Cartesian coordinates (Å):
H: 0.74298 0.83131 2.31478  0.2371
H: -1.57994 -1.86895 0.36520  0.1950
H: 1.86473 1.04763 -1.08443  0.4183
C: 0.91630 -1.10828 -1.15360  0.2626
N: 1.50357 -2.08524 -1.42930  -0.4890
H: 2.35631 0.19174 0.28060  0.4129
C: -0.72253 -0.53096 -1.04824  -0.3251
H: -0.93721 0.08335 -1.92101  0.2194
C: 0.05299 0.35135 1.61626  -0.6896
H: -2.73642 -1.18459 -0.89923  0.2045
H: -0.98003 0.55687 1.89626  0.2362
C: 0.30845 0.86896 0.21817  0.4597
N: -0.02286 2.05419 -0.21682  -0.6286
N: 1.58552 0.38289 -0.36068  -0.7471
H: -0.85501 2.39085 0.26657  0.3434
H: 0.22602 -0.72582 1.67382  0.2349
C: -1.72286 -1.25528 -0.51835  -0.3445

=====

C4H6HgO7 | the ωB97M-V functional and the def2-TZVPD basis

Electronic energy ... -836.111820 hartree
E_HOMO (alpha / beta) ... -4.153 / -4.150 eV
Charge ... -1
2S+1 ... 2
<S²> ... 0.767
Orbital gap (alpha / beta) ... 6.123 / 2.557 eV

Each line ends with the natural charge from an NBO analysis.
Cartesian coordinates (Å):
H: 3.63503 -1.66726 0.52344  0.4354
H: -1.59311 -1.08974 -1.03841  0.1776
O: -1.66443 0.74087 -0.06803  -0.4948
O: 1.11187 0.22680 0.37571  -0.5642
C: 0.37517 -0.34109 -0.68226  -0.0771
O: -3.67511 -0.25738 0.14546  -0.7856
C: 2.51436 0.12772 0.26115  0.9817
H: 3.97617 1.15063 1.02132  0.4653
H: -1.10788 -1.11107 0.67837  0.1925
H: 0.41909 0.30804 -1.57169  0.1758
Hg: -6.05239 1.13170 0.26742  0.5525
C: -2.99851 0.79686 0.04955  0.9447
O: -3.51389 1.94289 0.02683  -0.5687
O: 3.03043 1.06442 1.18060  -0.7557
C: -1.05712 -0.53473 -0.25619  -0.0762
O: 3.00756 0.25116 -0.89114  -0.8743
O: 2.80294 -1.41523 0.93440  -0.9261
H: 0.78983 -1.32459 -0.95655  0.1972